ORCA calculation (the ωB97M-V functional and the def2-TZVPD basis) on a molecular structure, C2H4N2O2 at a distorted geometry.

```
! wB97M-V def2-TZVPD RIJCOSX def2/J DEFGRID3
* xyz 0 1
C -0.647 -0.848 -0.995
C -0.283 -0.176 0.406
N 0.346 -0.309 -1.607
N 0.601 0.575 -0.562
O -0.955 0.417 1.548
O 1.959 0.691 -0.057
H -1.506 -1.475 -1.291
H 0.364 -1.098 0.685
H -1.697 0.859 1.250
H 1.818 1.365 0.621
*
```

Energy relative to the best compared isomer or geometry (same formula, charge and spin) (kcal per mole): 142.7
Max |F| (eV/A): 4.8
DFT total energy (eV): -9209.0356
Frontier orbital gap (eV): 9.7
HOMO energy (eV): -9.286